Record 1
The following is a quantum chemistry calculation of a cluster of 3 separate species, C17H37BN2O7 in total, from the OMol25 dataset.

Calculated values
Kohn-Sham gap ... 9.68 eV
Structure (SMILES) ... CCCCCCC(=O)O[C@H](CCO)CB(O)O.CNC(C)=O.CNC(C)=O
Calculated total energy ... -36222.53215 eV

Each line ends with the Löwdin charge.
CARTESIAN COORDINATES (ANGSTROEM)
O  0.31  -1.66  1.66  0.014
O  2.39  -1.60  2.50  0.125
O  -1.11  -1.07  -1.31  0.147
O  -1.26  -2.00  3.98  -0.061
O  -2.76  2.10  3.39  0.031
O  0.18  1.41  -7.20  0.033
O  0.46  0.68  -1.10  0.179
N  -0.43  0.11  -5.48  0.008
N  -4.36  3.44  2.57  0.010
C  -0.96  0.21  0.95  -0.014
C  0.15  -0.24  1.91  -0.293
C  3.11  -2.44  -0.51  -0.209
C  1.68  -3.56  1.30  -0.085
C  -1.35  -0.49  -4.53  -0.065
C  -1.32  -0.57  4.02  -0.245
C  4.93  -1.30  -1.88  -0.267
C  -2.13  1.47  -6.62  -0.014
C  5.69  -0.61  -0.74  -0.109
C  4.30  -2.62  -1.47  -0.225
C  -3.19  4.10  4.63  -0.005
C  2.91  -3.65  0.39  -0.189
C  -0.70  1.00  -6.47  -0.557
C  1.52  -2.18  1.90  -0.488
C  -5.22  4.61  2.53  -0.077
C  -3.41  3.13  3.49  -0.529
C  -0.12  0.11  3.37  -0.116
B  -0.53  -0.08  -0.54  -0.663
H  2.20  -2.27  -1.10  0.122
H  -6.27  4.32  2.58  0.084
H  3.80  -3.80  1.00  0.118
H  5.62  -1.47  -2.71  0.100
H  6.42  0.10  -1.12  0.066
H  -2.36  -0.11  -4.70  0.075
H  0.78  -0.02  3.96  0.119
H  3.97  -3.16  -2.36  0.109
H  -5.06  5.18  1.62  0.084
H  0.54  -0.16  -5.44  0.138
H  -2.25  -0.19  3.60  0.090
H  4.15  -0.63  -2.25  0.103
H  -1.82  -1.48  -0.82  0.103
H  -1.65  -2.30  3.16  0.074
H  3.28  -1.56  0.10  0.102
H  2.81  -4.55  -0.23  0.116
H  0.77  -3.85  0.78  0.119
H  1.80  -4.24  2.15  0.128
H  -5.01  5.26  3.38  0.071
H  -1.06  -0.26  -3.51  0.050
H  -4.46  2.76  1.84  0.139
H  -2.80  0.63  -6.83  0.082
H  -1.33  -0.30  5.08  0.119
H  -2.17  2.17  -7.44  0.081
H  5.05  -3.24  -0.97  0.109
H  -2.89  5.08  4.26  0.085
H  1.08  0.25  1.62  0.153
H  -2.48  1.96  -5.71  0.081
H  6.20  -1.34  -0.12  0.074
H  -1.36  -1.57  -4.64  0.090
H  -1.13  1.27  1.11  0.120
H  -4.10  4.22  5.22  0.085
H  5.01  -0.06  -0.08  0.066
H  -0.35  1.18  3.37  0.112
H  -2.41  3.70  5.26  0.084
H  0.60  0.47  -2.03  0.096
H  -1.88  -0.32  1.20  0.115

***

Record 2
The following is a quantum chemistry calculation of the molecule C17H37ClN3O6PS, from the OMol25 dataset.

Calculated values
Kohn-Sham gap ... 9.01 eV
Calculated total energy ... -67631.03712 eV

Each line ends with the Löwdin charge.
CARTESIAN COORDINATES (ANGSTROEM)
Cl  2.78  -0.33  1.33  0.703
S  -1.00  1.62  -1.75  0.939
P  -0.14  -3.19  -0.96  0.554
O  -1.04  -3.76  -2.18  -0.145
O  -1.51  1.19  -0.25  -0.259
O  -1.06  -3.33  0.35  -0.131
O  -1.85  2.72  -2.14  -0.364
O  -1.62  0.34  -2.50  -0.292
O  0.29  1.57  1.13  -0.104
N  1.26  -3.82  -0.82  -0.126
N  4.19  0.21  -3.11  -0.012
N  -2.76  -1.39  -1.31  0.014
C  2.99  0.24  -2.29  -0.293
C  0.68  3.35  2.67  -0.170
C  0.53  -1.53  2.37  -0.253
C  -0.55  0.60  0.61  -0.400
C  3.21  3.33  2.12  -0.106
C  -3.24  -1.22  0.04  -0.200
C  -4.75  0.64  -0.92  -0.099
C  2.35  -1.16  -2.19  -0.182
C  0.84  -1.20  -2.45  -0.172
C  0.38  -0.43  -0.06  -0.184
C  -4.17  -0.02  0.32  -0.227
C  -0.17  -1.35  -1.25  -0.277
C  -0.37  2.58  1.89  -0.192
C  0.60  -0.53  3.52  -0.103
C  -1.56  -1.03  -1.93  -0.332
C  1.21  -1.18  1.03  -0.583
C  1.82  3.90  1.79  -0.229
H  0.97  -2.48  2.69  0.115
H  1.59  -0.10  3.64  0.044
H  -3.99  1.17  -1.49  0.050
H  -0.92  3.24  1.22  0.130
H  0.61  -1.99  -3.17  0.109
H  0.34  -1.05  4.45  0.078
H  3.29  0.58  -1.29  0.074
H  -5.21  -0.09  -1.58  0.072
H  -2.38  -1.21  0.71  0.079
H  -1.16  0.16  1.41  0.135
H  -1.52  -1.61  -2.85  0.134
H  -3.77  -2.14  0.31  0.117
H  3.96  -0.06  -4.06  0.063
H  -0.85  -4.70  -2.32  0.091
H  1.56  -4.48  -1.52  0.007
H  2.83  -1.78  -2.95  0.110
H  -5.53  1.36  -0.64  0.073
H  2.23  0.96  -2.65  0.101
H  1.84  4.98  1.89  0.100
H  -1.10  2.11  2.56  0.125
H  -3.41  -1.82  -1.94  0.133
H  -0.51  -1.75  2.16  0.087
H  1.59  3.69  0.75  0.100
H  2.61  -1.63  -1.25  0.076
H  4.62  1.12  -3.16  0.063
H  -3.64  0.74  0.91  0.090
H  0.15  4.17  3.17  0.113
H  1.08  2.72  3.46  0.104
H  1.56  -2.11  0.59  0.035
H  1.09  0.22  -0.57  0.093
H  3.14  2.48  2.80  0.051
H  -4.99  -0.37  0.95  0.100
H  3.86  4.07  2.58  0.065
H  -0.11  0.29  3.40  0.052
H  -1.41  -4.23  0.47  0.100
H  3.72  2.97  1.22  0.061
H  0.57  -0.27  -2.95  0.095